An isolated ion of composition C5H12NO3S and charge -1. Source: the OMol25 dataset; level of theory: ωB97M-V with the def2-TZVPD basis set.

The geometry in XYZ format:
```
22
Properties=species:S:1:pos:R:3:forces:R:3:mulliken_charge:R:1
H 0.031482 -0.452971 2.582818 0.1609 0.9540 -2.4953 0.17
O -1.459782 -2.377897 -2.489697 4.1894 3.6187 1.2414 -0.60
O -0.662579 0.154864 -2.666931 1.9476 -1.7362 2.0306 -0.47
H -1.376348 -1.635646 0.350974 2.2837 0.0959 0.0947 0.28
C 0.551975 2.840754 1.148734 -0.4740 -0.9344 1.2958 -0.46
H 1.186009 -2.791201 -0.779825 -1.1450 2.3805 -0.5437 0.33
H 1.255812 2.402558 2.007877 -0.5332 0.9829 -1.7208 0.11
H -2.075433 0.541897 1.454376 2.0448 0.6255 -1.1184 0.27
H -0.081195 0.752927 -2.076296 -1.1985 -1.1716 -0.9470 0.37
O 0.782450 -1.839657 -3.592400 -2.8192 1.6689 4.7894 -0.61
H 0.652915 4.023196 1.200245 -0.4327 -2.3605 -0.1579 0.22
H 0.061318 -2.443317 1.302712 -0.6070 1.4421 -1.7842 0.31
C 0.730066 -1.691989 -0.754404 0.2537 -0.5375 1.0384 -0.69
S -0.185205 -1.490597 -2.397126 -0.9916 -3.0953 -5.5799 1.01
H -1.214605 0.839017 -0.204511 0.5454 -0.1769 1.4546 0.01
C -0.228558 -1.563772 0.569587 0.6995 0.2271 1.2369 -0.35
C 0.092669 -0.163889 1.426168 -0.5745 -1.5220 -0.9483 -0.39
C -1.052937 0.913352 0.963445 0.3273 1.5639 1.7087 -0.37
H 1.003590 2.469542 0.132148 -0.4796 0.5697 1.0718 0.04
H 1.194092 0.126364 1.130159 -2.1722 -0.2436 0.8202 0.20
H 1.634812 -0.942351 -0.760598 -1.9531 -1.2882 -0.0826 0.35
N -0.840547 2.328816 1.452544 0.9281 -1.0631 -1.4045 -0.72
```
Forces are in eV/Å.

2S+1: 1
total charge: -1

***

One molecule with the formula C5H12NO4P. Source: the OMol25 dataset; level of theory: ωB97M-V with the def2-TZVPD basis set.

The geometry in XYZ format:
```
23
Properties=species:S:1:pos:R:3:forces:R:3:mulliken_charge:R:1
H -4.074040 1.470431 0.813274 0.8684 -0.1350 -0.0504 0.37
H 0.979576 -3.934919 -0.909569 0.0185 2.6683 0.7109 0.32
O 0.169181 -0.744700 0.214536 0.1494 0.1991 1.0526 -0.16
H 1.169617 -2.471368 -1.816610 0.8984 1.0082 -1.7863 0.43
H -3.695699 0.840989 -0.750517 0.0554 0.2155 -0.4340 0.35
H -1.664989 1.802972 1.216886 0.7986 -0.0923 0.1633 0.25
H -2.096199 0.117322 0.919403 1.2140 -0.1047 -0.6440 0.26
N 2.862937 0.800718 0.347870 1.5670 1.4839 1.3205 0.88
H 1.995917 -1.768564 0.320443 2.7289 1.0492 0.3929 0.25
C 1.772920 1.709610 0.239297 -1.6789 -1.7549 -2.8143 -0.85
O 3.159948 0.371108 1.481596 -0.5536 -0.2768 -1.5840 -0.55
C 0.696852 -2.760282 -0.943319 -1.2176 -4.6674 -0.2916 -1.26
O 3.525916 0.643765 -0.669551 -0.1260 -0.7624 0.3043 -0.53
O -1.032994 1.208237 -0.665748 -0.0595 -0.4483 0.2751 -0.17
C 0.991921 -1.921089 0.245912 -2.9312 -1.2318 -0.7861 -0.09
C -3.308936 1.517003 0.007062 -0.6414 1.5895 -0.3051 -1.22
H -3.343003 2.617917 -0.327550 0.1677 -1.7497 0.1057 0.26
C -1.898410 1.085963 0.433038 -2.8767 1.0287 1.3977 0.07
H -0.373767 -2.940129 -1.178848 0.3482 0.8743 0.3835 0.32
P 0.339380 0.420590 -0.844512 2.0561 1.2021 -1.1580 0.02
H 1.219889 1.767840 1.092754 -0.8570 0.5564 2.6422 0.42
H 1.965340 2.623195 -0.312403 0.1843 -0.3543 -0.0944 0.36
H 0.638635 -2.456615 1.086551 -0.1128 -0.2978 1.1992 0.28
```
Forces are in eV/Å.

2S+1: 1

***

C5H12NOS as an isolated structure. Source: the OMol25 dataset; level of theory: ωB97M-V with the def2-TZVPD basis set.

The geometry in XYZ format:
```
20
Properties=species:S:1:pos:R:3:forces:R:3:mulliken_charge:R:1
H -0.931910 2.415929 -2.734245 0.0301 0.0480 -0.0220 0.04
H 0.695583 1.318886 -0.936780 0.8366 0.2318 0.7229 0.19
H 2.972037 0.895016 1.339359 0.4019 -0.3774 -0.0695 0.22
C -2.405754 -0.278695 0.281069 0.0323 0.4743 4.8654 -0.27
H 0.149683 -3.264522 0.196719 0.0454 -0.0447 -0.1933 -0.04
H -2.131199 -0.703643 -0.872971 -0.4818 1.5954 -3.7922 0.40
H -1.209172 1.766675 -2.957595 -0.0217 -0.0254 0.0045 -0.04
H 0.074433 -0.701091 -0.678937 0.4529 -0.3460 0.7050 0.44
C 2.487050 -0.043558 1.019716 -1.8540 1.9542 -0.9256 -0.85
N -1.305722 -0.599837 0.933176 -3.2630 1.3887 -1.9427 -0.53
H 0.481853 -3.323346 -0.471722 -0.0486 0.0418 0.2082 0.03
C -0.142878 -0.162164 0.253444 1.3939 -0.8077 0.1099 0.20
H -3.335042 -0.538605 0.779420 -0.2204 -0.0369 -0.0409 0.39
C 0.327039 1.217100 0.083900 -1.5601 2.2818 0.4956 -0.55
O -2.605031 0.332179 -0.965914 1.9808 -3.3025 1.1175 -0.43
C 0.956852 0.396892 1.151945 2.2154 -2.5635 -1.9555 -0.46
H 2.753193 -0.806065 1.732143 -0.0666 -0.5714 0.1428 0.35
S 2.838323 -0.385820 -0.740715 0.5999 -0.3578 0.3004 -0.67
H 0.596342 0.387758 2.157923 -0.4132 0.7851 0.5185 0.38
H -0.265679 2.076908 0.430056 -0.0598 -0.3677 -0.2492 0.20
```
Forces are in eV/Å.

2S+1: 1
total charge: -1

***

The following energy values (in eV) correspond, in order, to the records above: -23842.3973, -24344.4261, -19747.1020.
The following ΔE to the lowest compared entry with this formula, charge and spin values (in kJ/mol) correspond, in order, to the records above: 451.36, 424.80, 687.78.
The following HOMO energy values (in eV) correspond, in order, to the records above: -1.824, -8.721, -2.408.